Entry 1:
Computed, not measured: a structure of composition C51H58AsF5N8O4PRbSTe, with wB97M-V/def2-TZVPD.

Each line ends with the Löwdin charge.
Geometry (Å):
Rb: -0.62 0.61 0.02  0.742
N: 2.62 3.25 2.06  -0.069
C: 2.62 1.99 1.27  -0.760
N: 1.48 1.26 1.83  -0.085
C: 0.83 2.19 2.54  -0.478
N: 1.35 3.38 2.68  0.032
C: -0.49 1.97 3.21  -0.190
C: -1.06 3.04 3.95  -0.090
N: -2.24 2.95 4.53  0.066
C: -2.88 1.78 4.39  -0.158
C: -2.33 0.73 3.69  -0.127
N: -1.13 0.82 3.11  0.086
H: 2.80 4.05 1.47  0.053
H: 3.55 1.46 1.45  0.038
H: -0.50 3.96 4.02  0.100
H: -3.86 1.68 4.84  0.091
H: -2.86 -0.21 3.58  0.108
O: 1.03 -0.15 -1.92  -0.297
H: 1.50 0.58 -1.41  -0.150
H: 1.40 -0.03 -2.81  0.042
O: -1.29 -2.17 -2.27  -0.135
H: -0.59 -1.51 -2.12  -0.014
H: -1.67 -1.82 -3.09  0.006
O: -1.49 -2.11 0.72  -0.177
H: -0.62 -2.00 1.16  -0.018
H: -1.32 -2.48 -0.15  0.005
O: 0.69 -1.35 2.30  -0.171
H: 0.00 -0.93 2.83  0.002
H: 1.15 -0.51 1.98  -0.028
S: 2.56 2.24 -0.59  0.411
C: -2.71 5.68 1.62  -0.073
N: -2.56 4.76 0.51  -0.170
C: -3.35 3.55 0.66  -0.087
C: -1.27 4.56 0.02  -0.449
N: -0.82 3.38 -0.11  0.090
N: -0.59 5.74 -0.29  -0.171
C: -1.31 6.69 -1.13  -0.073
C: 0.80 5.59 -0.68  -0.084
H: -2.57 5.17 2.59  0.074
H: -3.71 6.12 1.62  0.079
H: -1.98 6.48 1.54  0.078
H: -4.39 3.84 0.86  0.088
H: -3.00 2.92 1.49  0.076
H: -3.31 2.97 -0.25  0.061
H: 0.08 3.30 -0.58  -0.025
H: -2.34 6.79 -0.81  0.073
H: -1.30 6.38 -2.18  0.089
H: -0.81 7.67 -1.06  0.079
H: 0.90 5.21 -1.70  0.092
H: 1.31 4.88 -0.03  0.034
H: 1.29 6.56 -0.61  0.082
F: -0.56 -0.86 -5.31  -0.001
C: -1.04 0.42 -5.04  -0.272
C: -1.83 0.66 -3.96  0.005
C: -2.21 1.96 -3.83  -0.271
F: -3.03 2.37 -2.79  -0.042
C: -1.84 2.99 -4.68  -0.163
F: -2.24 4.27 -4.50  0.067
C: -1.03 2.69 -5.76  -0.156
F: -0.66 3.66 -6.62  0.072
C: -0.62 1.38 -5.95  -0.166
F: 0.16 1.09 -7.02  0.066
C: 3.35 -3.61 0.56  -0.425
C: 4.71 -4.27 0.49  -0.458
As: 4.67 -6.05 1.32  1.284
C: 4.35 -5.48 3.17  -0.419
C: 3.24 -5.98 3.82  -0.132
C: 2.95 -5.59 5.13  -0.095
C: 3.78 -4.69 5.78  -0.096
C: 4.90 -4.19 5.12  -0.086
C: 5.18 -4.57 3.82  -0.101
C: 6.61 -6.35 1.50  -0.417
C: 7.55 -5.62 0.78  -0.107
C: 8.91 -5.90 0.93  -0.094
C: 9.33 -6.90 1.79  -0.111
C: 8.39 -7.63 2.50  -0.103
C: 7.04 -7.36 2.35  -0.133
P: 3.22 -1.82 0.06  1.120
C: 4.58 -1.19 1.13  -0.366
C: 4.23 -0.97 2.46  -0.107
C: 5.17 -0.51 3.38  -0.087
C: 6.47 -0.26 2.98  -0.104
C: 6.83 -0.48 1.65  -0.094
C: 5.89 -0.94 0.74  -0.096
C: 3.96 -1.82 -1.61  -0.376
C: 3.81 -2.92 -2.46  -0.107
C: 4.22 -2.86 -3.79  -0.097
C: 4.79 -1.70 -4.29  -0.106
C: 4.92 -0.59 -3.46  -0.083
C: 4.51 -0.65 -2.13  -0.124
H: 2.97 -3.59 1.59  0.064
H: 2.60 -4.16 -0.02  0.069
H: 5.46 -3.66 1.01  0.052
H: 5.05 -4.40 -0.54  0.054
H: 2.58 -6.67 3.31  0.086
H: 2.07 -5.97 5.62  0.097
H: 3.56 -4.38 6.79  0.097
H: 5.54 -3.47 5.61  0.100
H: 6.04 -4.15 3.32  0.105
H: 7.24 -4.83 0.12  0.090
H: 9.63 -5.31 0.37  0.098
H: 10.39 -7.10 1.90  0.093
H: 8.72 -8.41 3.18  0.094
H: 6.32 -7.93 2.92  0.095
H: 3.21 -1.12 2.79  0.092
H: 4.86 -0.32 4.40  0.102
H: 7.20 0.12 3.68  0.091
H: 7.85 -0.28 1.32  0.093
H: 6.19 -1.10 -0.29  0.095
H: 3.34 -3.82 -2.10  0.093
H: 4.08 -3.72 -4.43  0.094
H: 5.10 -1.64 -5.32  0.092
H: 5.33 0.34 -3.84  0.101
H: 4.54 0.25 -1.52  0.065
C: -5.29 0.69 -0.06  -0.430
Te: -3.80 -0.37 -1.20  1.340
C: -4.51 -1.99 0.02  -0.423
C: -5.96 -1.68 0.30  -0.290
C: -6.90 -2.65 0.58  -0.052
C: -8.23 -2.31 0.82  -0.111
C: -8.61 -0.98 0.78  -0.112
C: -7.67 0.00 0.51  -0.053
C: -6.35 -0.33 0.26  -0.293
H: -5.68 1.54 -0.62  0.056
H: -4.82 1.06 0.85  0.048
H: -3.91 -2.01 0.93  0.043
H: -4.38 -2.94 -0.49  0.059
H: -6.60 -3.69 0.60  0.107
H: -8.96 -3.09 1.02  0.089
H: -9.65 -0.71 0.95  0.089
H: -7.97 1.04 0.46  0.107

## Properties
E_tot = -6483.992926 Eh
Charge = -2
M = 1293.1 g/mol
Maximum force = 0.6 eV/Å
LUMO = 3.49 eV

---

Entry 2:
Computed, not measured: a structure of composition C51H58HgNO9S2 at a distorted geometry, with wB97M-V/def2-TZVPD.

Each line ends with the Mulliken spin population.
Geometry (Å):
Hg: 0.36 1.51 -0.79  0.009
O: 0.31 4.83 1.78  0.000
C: 0.76 3.87 1.11  -0.001
O: -0.09 3.20 0.26  -0.002
C: 2.12 3.42 1.08  0.001
C: 3.22 4.28 1.33  0.000
C: 4.40 3.58 1.41  0.000
C: 4.70 2.56 0.73  0.000
C: 6.09 2.07 0.43  0.000
C: 6.12 0.75 0.14  0.000
C: 5.20 -0.12 0.19  0.004
C: 3.88 0.35 0.38  0.010
C: 3.58 1.67 0.47  -0.003
N: 2.33 2.21 0.64  0.001
H: 2.99 5.30 1.95  0.000
H: 5.06 4.21 1.81  0.000
H: 6.80 2.70 0.86  0.000
H: 7.13 0.52 -0.42  0.000
H: 5.25 -1.12 0.78  0.000
H: 3.17 -0.34 0.23  -0.003
C: -1.90 -3.90 -2.59  0.000
C: -2.35 -2.64 -3.41  -0.001
C: -3.41 -3.25 -4.36  0.000
O: -1.30 -1.93 -3.97  0.000
C: -1.16 -0.74 -3.22  -0.001
C: -2.10 -0.82 -1.99  -0.001
O: -3.06 -1.74 -2.58  0.000
C: -2.73 0.53 -1.51  0.001
O: -1.81 1.30 -0.92  0.005
C: -3.78 0.06 -0.55  0.001
C: -4.15 -1.22 -0.15  -0.001
C: -4.98 -1.41 1.02  0.000
C: -5.52 -0.41 1.82  0.000
C: -5.20 0.89 1.29  0.000
C: -4.50 1.13 0.22  0.000
C: -3.25 1.26 -2.75  0.000
C: -3.80 0.77 -3.92  0.000
C: -4.08 1.61 -5.09  0.000
C: -4.16 2.91 -4.85  0.000
C: -3.57 3.44 -3.80  0.000
C: -3.02 2.64 -2.73  0.000
C: 0.51 -0.65 -2.96  0.001
O: 0.68 -0.29 -1.66  -0.024
C: 1.04 -2.03 -3.07  -0.004
C: 1.15 -2.87 -2.05  0.008
C: 1.60 -4.15 -2.19  0.001
C: 1.85 -4.81 -3.50  0.001
C: 1.54 -4.01 -4.60  0.000
C: 1.23 -2.64 -4.51  0.000
C: 1.09 0.34 -3.89  0.000
C: 2.19 1.07 -3.74  0.000
C: 2.77 2.00 -4.52  0.000
C: 2.24 2.26 -5.76  0.000
C: 1.10 1.45 -6.14  0.000
C: 0.55 0.53 -5.31  0.000
H: -1.77 -4.78 -3.49  0.000
H: -3.00 -4.27 -2.05  0.000
H: -1.32 -3.79 -1.88  0.001
H: -2.71 -3.40 -5.52  0.000
H: -3.94 -2.40 -4.71  0.000
H: -3.88 -4.21 -4.04  0.000
H: -1.60 0.20 -3.73  0.000
H: -1.59 -1.28 -1.27  0.001
H: -4.01 -2.36 -0.63  0.000
H: -5.32 -2.47 1.52  0.000
H: -6.14 -0.36 2.98  0.000
H: -5.35 1.81 1.99  0.000
H: -3.86 2.20 0.12  0.000
H: -3.39 -0.43 -3.94  0.000
H: -4.57 1.13 -5.71  0.000
H: -4.44 3.77 -5.47  0.000
H: -3.69 4.48 -3.38  0.000
H: -2.58 3.27 -1.79  0.000
H: 1.24 -2.44 -1.22  0.002
H: 1.90 -4.85 -1.11  0.000
H: 2.25 -5.84 -3.68  0.000
H: 1.22 -4.29 -5.80  0.000
H: 0.97 -2.07 -5.36  0.000
H: 2.75 0.84 -2.77  0.000
H: 3.73 2.54 -4.31  0.000
H: 2.48 3.24 -6.53  0.000
H: 0.40 1.62 -6.93  0.000
H: -0.27 -0.04 -5.60  0.000
O: -2.75 3.52 1.95  0.000
H: -2.17 4.25 2.13  0.000
H: -2.65 3.25 1.06  0.000
O: -0.16 -3.42 5.40  0.008
S: -0.34 -2.50 4.35  0.044
C: -1.43 -3.10 2.91  0.038
C: -0.83 -2.25 1.69  0.014
C: 0.67 -2.43 1.69  -0.107
C: 0.97 -2.76 3.17  0.795
H: -2.38 -3.03 3.42  -0.003
H: -1.03 -3.91 2.83  -0.005
H: -0.74 -1.33 2.05  0.004
H: -1.54 -2.52 0.66  0.009
H: 1.38 -1.36 1.47  0.105
H: 1.35 -3.14 1.19  0.052
H: 1.40 1.49 2.71  0.027
H: 1.97 -2.72 3.35  0.026
C: -0.44 2.57 4.60  0.000
C: 0.85 2.15 5.48  -0.001
C: 0.46 1.22 6.56  -0.001
S: 1.56 0.43 7.66  0.000
O: 0.64 -0.33 8.55  0.000
C: 2.10 -0.94 6.66  -0.004
C: 2.89 -0.69 5.36  0.007
C: 4.16 0.07 5.24  0.001
H: -0.23 3.16 3.77  0.000
H: -1.28 2.90 5.50  0.000
H: -0.98 1.82 3.97  0.001
H: 1.29 2.98 5.66  0.000
H: 1.71 1.77 4.99  0.001
H: -0.15 0.40 6.31  0.001
H: -0.24 1.48 7.12  0.001
H: 1.11 -1.18 6.58  0.004
H: 2.86 -1.36 7.37  -0.001
H: 2.14 -0.50 4.44  -0.002
H: 2.96 -1.60 5.07  -0.003
H: 1.45 1.05 3.26  -0.019
H: 4.95 -0.50 6.19  0.001
H: 3.90 1.14 5.50  0.000

## Properties
E_tot = -3658.683290 Eh
Charge = -2
Multiplicity = 2
M = 1093.7 g/mol
Maximum force = 12.8 eV/Å
Energy above the lowest of the compared OMol25 structures with the same formula, charge and spin = 32.406 eV
LUMO (alpha / beta) = 3.08 / 3.08 eV

---

Entry 3:
Computed, not measured: a cluster of 18 separate species, C51H61Br2Cl51F4N2OS in total at a distorted geometry, with wB97M-V/def2-TZVPD.

Each line ends with the Löwdin charge.
Geometry (Å):
C: 5.22 0.61 -4.19  -0.101
C: 3.75 0.98 -3.92  -0.267
C: 3.35 2.42 -4.32  -0.210
C: 3.00 3.21 -3.06  -0.240
C: 2.31 4.55 -3.31  -0.183
C: 1.68 5.21 -2.04  -0.180
C: 1.99 4.46 -0.74  -0.253
C: 1.47 5.18 0.51  -0.238
C: 1.09 4.23 1.65  -0.159
C: 0.00 3.24 1.26  -0.165
C: -1.19 3.84 0.86  -0.020
C: -2.28 3.11 0.44  0.019
C: -2.21 1.73 0.43  -0.228
C: -1.04 1.12 0.87  -0.342
C: 0.09 1.84 1.28  -0.225
C: 1.32 1.08 1.74  -0.719
Br: 2.87 1.43 0.60  0.778
C: 1.65 1.30 3.22  -0.727
C: 0.41 1.01 4.08  -0.132
Br: 3.09 0.03 3.68  0.663
S: -0.99 -0.67 0.87  1.092
C: -2.01 -1.00 -0.55  -0.405
C: -1.73 -2.10 -1.34  -0.009
C: -2.51 -2.31 -2.46  -0.248
O: -2.22 -3.42 -3.25  0.002
C: -3.55 -1.45 -2.82  -0.108
C: -4.32 -1.73 -4.08  -0.083
C: -3.98 -0.70 -5.16  -0.407
C: -5.09 -0.13 -6.01  -0.038
N: -2.77 -0.34 -5.28  0.158
C: -3.83 -0.36 -1.98  -0.082
C: -4.94 0.59 -2.36  -0.049
C: -6.38 0.24 -1.91  -0.348
C: -6.65 -1.19 -1.49  -0.019
F: -6.79 1.11 -0.89  -0.035
C: -3.05 -0.13 -0.83  -0.181
N: -3.36 1.01 -0.04  -0.034
C: -4.40 0.79 0.98  -0.119
C: -4.04 0.13 2.31  -0.086
C: -4.04 -1.38 2.29  -0.212
F: -4.55 -2.04 1.23  0.078
C: -3.52 -2.04 3.33  -0.318
F: -3.72 -1.55 4.56  0.066
F: -2.76 -3.12 3.31  0.149
H: 5.65 0.09 -3.34  0.065
H: 5.33 -0.04 -5.06  0.050
H: 5.83 1.50 -4.35  0.065
H: 3.56 0.83 -2.86  0.084
H: 3.11 0.26 -4.43  0.030
H: 4.20 2.86 -4.85  0.104
H: 2.49 2.40 -4.98  0.093
H: 3.88 3.34 -2.43  0.118
H: 2.33 2.55 -2.49  0.092
H: 1.53 4.40 -4.05  0.103
H: 3.03 5.25 -3.74  0.107
H: 0.59 5.25 -2.14  0.108
H: 2.04 6.24 -1.93  0.102
H: 3.08 4.44 -0.65  0.092
H: 1.60 3.46 -0.81  0.054
H: 2.25 5.84 0.88  0.019
H: 0.63 5.82 0.20  0.084
H: 0.68 4.81 2.49  0.075
H: 1.99 3.74 2.02  0.079
H: -1.25 4.92 0.87  0.093
H: -3.20 3.57 0.10  0.123
H: 1.15 0.02 1.62  0.011
H: 2.06 2.28 3.40  0.072
H: -0.25 0.32 3.57  0.068
H: -0.10 1.95 4.32  0.058
H: 0.75 0.59 5.03  0.009
H: -0.91 -2.76 -1.08  0.122
H: -1.79 -3.11 -4.05  0.071
H: -4.04 -2.69 -4.51  0.114
H: -5.40 -1.70 -3.95  0.090
H: -4.70 0.30 -6.93  0.041
H: -5.84 -0.87 -6.28  0.082
H: -5.60 0.67 -5.47  0.078
H: -2.66 0.37 -6.00  -0.034
H: -4.73 1.58 -1.96  0.127
H: -4.96 0.69 -3.44  0.087
H: -7.03 0.47 -2.75  0.136
H: -6.50 -1.90 -2.29  0.070
H: -7.70 -1.25 -1.20  0.089
H: -6.07 -1.49 -0.62  0.068
H: -4.91 1.74 1.16  0.124
H: -5.14 0.16 0.49  0.097
H: -3.11 0.48 2.75  0.104
H: -4.84 0.44 2.99  0.129
C: 1.33 -1.63 -6.81  -1.531
Cl: 0.27 -1.63 -5.40  0.554
Cl: 2.29 -0.15 -6.81  0.582
Cl: 2.36 -3.06 -6.82  0.518
H: 0.72 -1.65 -7.71  0.012
C: -2.09 7.41 3.29  -1.520
Cl: -0.44 7.25 2.66  0.564
Cl: -3.24 7.53 1.96  0.522
Cl: -2.47 6.04 4.33  0.509
H: -2.14 8.31 3.88  0.017
C: -2.00 -7.12 -2.94  -1.547
Cl: -0.39 -7.52 -3.53  0.525
Cl: -3.17 -7.16 -4.25  0.527
Cl: -2.48 -8.22 -1.64  0.534
H: -1.98 -6.11 -2.54  -0.002
C: -2.32 3.08 -7.95  -1.560
Cl: -3.37 3.24 -6.53  0.545
Cl: -1.18 4.42 -8.02  0.546
Cl: -1.48 1.53 -7.94  0.544
H: -2.94 3.12 -8.84  -0.097
C: 3.99 8.55 0.65  -1.522
Cl: 2.30 8.42 1.15  0.539
Cl: 4.75 6.96 0.53  0.560
Cl: 4.12 9.42 -0.88  0.532
H: 4.52 9.11 1.41  0.012
C: -6.75 -6.18 -5.86  -1.563
Cl: -7.88 -7.20 -4.97  0.532
Cl: -7.14 -6.16 -7.58  0.528
Cl: -6.74 -4.54 -5.20  0.520
H: -5.76 -6.59 -5.74  -0.024
C: 2.38 -0.36 8.16  -1.556
Cl: 1.74 -1.53 7.00  0.511
Cl: 4.02 -0.78 8.65  0.536
Cl: 2.34 1.27 7.49  0.526
H: 1.75 -0.39 9.03  -0.007
C: 3.51 -7.58 -4.04  -1.563
Cl: 3.16 -8.94 -5.11  0.529
Cl: 5.16 -7.68 -3.41  0.532
Cl: 3.25 -6.05 -4.87  0.505
H: 2.83 -7.63 -3.21  -0.004
C: -7.00 6.62 3.62  -1.548
Cl: -6.05 5.53 2.61  0.501
Cl: -5.98 7.47 4.77  0.512
Cl: -7.90 7.77 2.62  0.527
H: -7.71 6.03 4.18  0.010
C: 7.08 -4.51 -5.63  -1.538
Cl: 5.72 -3.45 -5.24  0.512
Cl: 7.48 -4.41 -7.34  0.534
Cl: 8.48 -4.10 -4.64  0.552
H: 6.79 -5.53 -5.40  -0.005
C: 1.47 -5.11 8.37  -1.542
Cl: 2.73 -6.32 8.57  0.540
Cl: -0.13 -5.83 8.52  0.540
Cl: 1.67 -3.80 9.53  0.526
H: 1.56 -4.69 7.37  0.001
C: -4.77 1.50 -10.96  -1.521
Cl: -5.78 1.71 -9.53  0.543
Cl: -3.62 2.84 -11.10  0.575
Cl: -3.93 -0.04 -10.91  0.538
H: -5.41 1.52 -11.83  0.013
C: 4.67 -3.84 11.66  -1.549
Cl: 3.70 -3.76 13.13  0.514
Cl: 5.89 -2.56 11.65  0.513
Cl: 5.44 -5.43 11.50  0.503
H: 4.02 -3.69 10.82  -0.060
C: 11.79 -3.83 -6.24  -1.572
Cl: 11.44 -5.17 -7.33  0.513
Cl: 13.11 -4.25 -5.14  0.521
Cl: 12.17 -2.36 -7.14  0.523
H: 10.91 -3.64 -5.64  -0.061
C: 9.66 -5.83 10.35  -1.552
Cl: 8.52 -4.61 10.91  0.492
Cl: 9.97 -5.66 8.62  0.522
Cl: 11.17 -5.75 11.26  0.521
H: 9.23 -6.80 10.51  0.011
C: -2.12 1.71 7.43  -1.520
Cl: -2.61 0.54 6.21  0.577
Cl: -0.95 1.00 8.53  0.536
Cl: -1.47 3.17 6.67  0.529
H: -2.99 2.00 8.00  0.014
C: 0.06 -2.27 14.90  -1.557
Cl: -1.10 -1.06 15.45  0.525
Cl: 0.38 -2.09 13.18  0.504
Cl: 1.55 -2.18 15.83  0.519
H: -0.38 -3.25 15.06  0.012

## Properties
E_tot = -31580.029722 Eh
M = 2794.0 g/mol
Maximum force = 1.4 eV/Å
LUMO = 0.04 eV